1.
7 unconnected molecules or ions with the total composition C28H56O7, computed with wB97M-V/def2-TZVPD.

The energy above the lowest of the compared OMol25 structures with the same formula, charge and spin comes out at 335.2 kJ/mol. The value obtained for the orbital gap is 9.682 eV. Its SMILES is C1CCOC1.C1CCOC1.C1CCOC1.C1CCOC1.C1CCOC1.C1CCOC1.C1CCOC1. The calculation puts the highest occupied orbital energy at -9.28 eV. The LUMO energy is 0.0149 Eh.

```
! wB97M-V def2-TZVPD RIJCOSX def2/J DEFGRID3
* xyz 0 1
C 0.18957 0.01380 1.44875
C 0.87848 0.99963 0.59066
C 1.49461 0.08504 -0.48745
O 0.79061 -1.11128 -0.48243
C -0.17787 -1.19570 0.50301
H -0.75786 0.45946 1.75186
H 0.68811 -0.48019 2.28274
H 1.58204 1.74019 0.97100
H 0.07750 1.61816 0.18574
H 2.51634 -0.23466 -0.28266
H 1.36198 0.50475 -1.48463
H -0.09600 -2.10675 1.09579
H -1.14107 -1.05528 0.01247
C -7.67713 -3.73608 -0.27049
C -6.86041 -4.79148 -0.94942
C -5.56715 -4.63248 -0.24031
O -5.42496 -3.24417 -0.18568
C -6.69424 -2.58779 -0.14683
H -8.11147 -4.19204 0.61919
H -8.54781 -3.52581 -0.89163
H -6.90819 -4.68226 -2.03288
H -7.30621 -5.78416 -0.88659
H -4.68464 -5.06795 -0.70896
H -5.65653 -5.04747 0.76363
H -6.77041 -2.02326 -1.07614
H -6.79591 -2.03550 0.78737
C 0.37515 7.91704 5.43902
C 1.24595 6.67803 5.71680
C 1.75352 6.45734 4.23568
O 0.71992 6.91641 3.31079
C -0.16382 7.75623 4.00378
H 0.95784 8.83326 5.53448
H -0.41174 8.16836 6.15016
H 0.71677 5.83260 6.15647
H 2.02239 6.78317 6.47455
H 2.03466 5.44310 3.95215
H 2.67167 7.04479 4.23662
H -1.15466 7.30877 3.92555
H -0.03546 8.70027 3.47425
C 6.64819 2.95118 -2.79488
C 6.35339 3.94170 -1.70309
C 7.17025 3.45088 -0.52018
O 7.41159 2.05399 -0.82986
C 6.74321 1.61535 -2.07185
H 7.57604 3.17389 -3.32175
H 5.82260 2.90549 -3.50511
H 5.28340 3.90854 -1.49788
H 6.65353 4.95475 -1.97096
H 6.51220 3.54127 0.34406
H 8.11258 3.97054 -0.34680
H 5.78276 1.15429 -1.84151
H 7.43150 0.98699 -2.63711
C -3.69614 3.99188 5.56977
C -3.81806 2.45220 5.55344
C -2.93533 2.14461 6.74964
O -3.24893 3.19105 7.72130
C -3.67263 4.44618 7.02496
H -4.55664 4.37455 5.02094
H -2.88503 4.16468 4.86243
H -3.45218 2.00025 4.63151
H -4.84099 2.17707 5.81038
H -1.86019 2.16167 6.57105
H -3.13313 1.11629 7.05218
H -2.93376 5.24301 7.11012
H -4.68359 4.76096 7.28373
C 5.09636 -4.99630 -5.07390
C 4.64180 -4.32786 -3.82603
C 3.74387 -5.31968 -3.17485
O 3.18097 -6.10226 -4.23949
C 4.13119 -6.10370 -5.33257
H 6.12836 -5.34307 -5.02055
H 5.01740 -4.29270 -5.90264
H 4.24767 -3.31448 -3.90230
H 5.53787 -4.16309 -3.22771
H 3.01029 -4.89355 -2.49047
H 4.38489 -5.99095 -2.60337
H 3.77957 -6.04512 -6.36263
H 4.66429 -7.05424 -5.31267
C -2.36613 -3.13233 -4.96463
C -3.29656 -4.27239 -5.34057
C -2.36711 -5.36874 -5.71266
O -1.30652 -5.31083 -4.68348
C -1.40065 -3.93246 -4.11916
H -2.85774 -2.37532 -4.35359
H -1.82856 -2.65483 -5.78385
H -4.03152 -4.04758 -6.11349
H -3.93720 -4.53913 -4.50002
H -1.97142 -5.18775 -6.71206
H -2.87472 -6.32930 -5.80060
H -0.48504 -3.34135 -4.10046
H -1.75956 -4.12030 -3.10723
*
```

Atomic partial charges in e from the Löwdin method, atoms 1 to 5: -0.18, -0.17, -0.21, -0.15, -0.20



2.
A molecular structure, C28H57Ag4N3O6Zn, computed with wB97M-V/def2-TZVPD.

The value obtained for the orbital gap is 1.888 eV. The calculation puts the highest occupied orbital energy at -16.26 eV. The LUMO energy is -0.5282 Eh.

```
! wB97M-V def2-TZVPD RIJCOSX def2/J DEFGRID3
* xyz 4 1
Zn -3.10494 1.35177 -4.67430
Ag 0.19703 2.37303 -7.52641
Ag -0.94720 5.17348 -3.35356
Ag -2.75899 -0.28570 -0.45481
Ag -1.64454 -3.27758 -4.16508
C -0.08622 0.61431 -3.19346
O -0.21215 -0.42954 -2.57934
O -0.36716 0.72376 -4.37216
O -0.87138 1.44291 -2.74402
C 2.62202 -6.92885 -4.45521
C 1.24264 -6.14876 -4.52417
C 0.24415 -7.07400 -5.25962
C -0.43940 -8.15333 -4.37645
C -1.02146 -7.47340 -3.15716
C 0.03155 -6.67484 -2.28303
N 0.73881 -5.74103 -3.19845
O 1.50816 -4.87858 -2.47427
C -0.82766 -5.98130 -1.12504
C 0.98959 -7.66648 -1.55071
C 1.44272 -4.93991 -5.46837
H 2.53655 -7.97029 -4.14504
H 3.31875 -6.52400 -3.72120
H 3.10069 -6.99208 -5.43244
H -0.61464 -6.60542 -5.74025
H 0.94027 -7.62885 -5.88864
H 0.32681 -8.87738 -4.09936
H -1.23812 -8.65286 -4.92473
H -1.52689 -8.22462 -2.55029
H -1.82073 -6.80554 -3.47847
H -1.05834 -5.05358 -1.64871
H -1.70853 -6.56375 -0.85501
H -0.23305 -5.64820 -0.27441
H 1.65534 -7.14618 -0.86212
H 0.41632 -8.42730 -1.02099
H 1.66325 -8.31577 -2.10991
H 0.51901 -4.37221 -5.58053
H 1.89901 -5.31004 -6.38647
H 2.01023 -4.15014 -4.97612
H 1.15576 -3.99239 -2.58422
C -3.66964 -0.21581 5.85091
C -2.93243 0.53860 4.69557
C -1.78677 1.50514 5.31226
C -0.58351 0.72946 5.92449
C -0.07914 -0.10464 4.79657
C -0.99611 -1.09519 4.18400
N -2.26790 -0.35954 3.76135
O -3.21806 -1.24887 3.14601
C -0.30736 -1.47827 2.87755
C -1.19428 -2.37282 5.05330
C -3.96397 1.43429 3.89544
H -4.45916 -0.88692 5.51270
H -4.24131 0.55489 6.36793
H -3.02092 -0.55838 6.65708
H -1.44110 2.28031 4.62836
H -2.21730 2.06591 6.14188
H -0.75885 0.04937 6.75807
H 0.15267 1.43210 6.31491
H 0.73930 -0.61394 5.30536
H 0.32749 0.58056 4.05275
H 0.22507 -0.61342 2.48175
H 0.39848 -2.30492 2.95847
H -1.09655 -1.71659 2.16447
H -1.81944 -3.15627 4.62496
H -0.20380 -2.80162 5.20559
H -1.75093 -2.16602 5.96734
H -4.52380 0.80641 3.20229
H -3.36234 2.11220 3.28998
H -4.61942 2.03463 4.52637
H -3.24590 -2.01959 3.71770
C 3.07148 8.55061 -0.75051
C 2.50770 7.07925 -0.90494
C 3.25199 6.16397 0.12872
C 2.58030 4.81929 0.31508
C 1.03514 4.92668 0.79325
C 0.38083 6.43215 0.55720
N 0.95765 6.96418 -0.74862
O 0.26890 8.01554 -1.40860
C -1.17578 6.27266 0.33288
C 0.71523 7.34246 1.77103
C 2.89384 6.46384 -2.29436
H 2.87040 9.22566 -1.58237
H 4.16020 8.56573 -0.69983
H 2.67932 8.96633 0.17766
H 4.30653 6.07960 -0.13382
H 3.44856 6.55567 1.12673
H 3.11197 4.27031 1.09229
H 2.59061 4.31872 -0.65313
H 0.95343 4.78961 1.87151
H 0.46917 4.05074 0.47622
H -1.59780 7.27003 0.20941
H -1.40889 5.71935 -0.57685
H -1.74313 5.73550 1.09293
H 0.38443 8.38039 1.73390
H 0.14860 6.88732 2.58335
H 1.78137 7.25427 1.97999
H 2.53736 7.15721 -3.05610
H 2.32646 5.55333 -2.48707
H 3.96842 6.28578 -2.33512
H 0.36526 8.72764 -0.77203
*
```

Atomic partial charges in e from the Löwdin method, atoms 1 to 5: 0.52, 0.94, 0.82, 0.90, 0.78



3.
A molecular structure, C28H57IrN4O8P, computed with wB97M-V/def2-TZVPD.

The energy above the lowest of the compared OMol25 structures with the same formula, charge and spin comes out at 0.0 kJ/mol. The value obtained for the orbital gap (spin up / spin down) is 8.798 / 6.461 eV. The calculation puts the highest occupied orbital energy (spin up / spin down) at -14.57 / -14.56 eV. As for the expectation value of S²: 0.75. The LUMO energy (spin up / spin down) is -0.2121 / -0.2975 Eh.

```
! wB97M-V def2-TZVPD RIJCOSX def2/J DEFGRID3
* xyz 2 2
Ir 0.45682 0.49872 -0.40813
C -1.40397 -3.15025 -0.08429
C -0.54849 -2.51398 1.01080
C -1.35921 -2.02273 2.23204
C -2.83570 -1.56609 2.17727
C -3.87192 -2.67273 1.94996
C -3.15297 -0.94872 3.54130
N -3.04440 -0.55787 1.03492
C -3.08277 0.89011 1.39704
C -1.73098 1.50618 1.72839
N -0.83087 1.95716 0.61317
C -1.68999 2.42098 -0.52180
C -2.12851 1.19489 -1.32378
O -3.15648 1.14068 -1.92793
O -1.33852 0.09719 -1.17621
C 0.02148 3.08475 1.25495
C -0.71099 4.42193 1.19534
C 1.44512 3.26266 0.72097
C 2.49442 2.20793 1.13121
C 3.65257 2.17559 0.15155
C 2.97960 2.47351 2.55639
N 1.78266 0.86139 1.14053
C 2.59352 -0.36119 1.36177
C 1.60558 -1.49917 1.55985
N 0.54495 -1.56027 0.49073
C 1.13628 -2.30856 -0.66994
C 2.24541 -1.52864 -1.31793
O 3.28259 -1.98217 -1.69006
O 1.88482 -0.25344 -1.47756
H -2.14706 -3.77824 0.39425
H -0.82780 -3.82496 -0.70941
H -1.90199 -2.43764 -0.74444
H 0.06134 -3.33179 1.40705
H -0.80081 -1.25771 2.77651
H -1.38567 -2.87106 2.91905
H -3.72057 -3.47498 2.67079
H -3.85369 -3.10181 0.95292
H -4.87256 -2.26989 2.11938
H -2.97214 -1.71949 4.29024
H -4.20138 -0.66341 3.62740
H -2.52573 -0.09779 3.80466
H -2.33904 -0.67239 0.28341
H -3.93109 -0.78450 0.57894
H -3.70591 0.98654 2.28015
H -3.60064 1.40930 0.59670
H -1.15687 0.85780 2.39181
H -1.99158 2.39785 2.30288
H -1.13442 3.08617 -1.17202
H -2.57476 2.94767 -0.16989
H 0.09062 2.78034 2.30486
H -0.65792 4.84822 0.19351
H -0.22522 5.11683 1.87843
H -1.75777 4.35996 1.49431
H 1.79047 4.20977 1.14083
H 1.42696 3.41137 -0.35331
H 4.04654 3.18832 0.05457
H 3.35676 1.84542 -0.84614
H 4.46732 1.54670 0.51415
H 3.48532 3.43772 2.58250
H 3.69982 1.72985 2.89619
H 2.15448 2.51526 3.27486
H 1.16645 0.92115 1.95349
H 3.20298 -0.25823 2.25968
H 3.26411 -0.49792 0.51927
H 1.11137 -1.35852 2.52115
H 2.12700 -2.45780 1.60337
H 0.37933 -2.41202 -1.44428
H 1.47996 -3.29357 -0.35364
C 1.20549 6.42969 -2.73202
C 2.03330 5.20275 -3.06052
C 3.37453 5.22277 -2.34866
C 2.19182 5.02625 -4.55989
O 1.24153 4.08163 -2.49342
P 1.42727 2.56312 -2.88549
O 2.80238 2.07091 -2.99542
O 0.55976 1.96346 -1.67876
O 0.47964 2.39079 -4.12237
C 0.56442 1.33830 -5.16326
C 0.70066 -0.02294 -4.50193
C 1.74814 1.64477 -6.06200
C -0.75242 1.46531 -5.90393
H 1.71640 7.32644 -3.08224
H 1.06368 6.51894 -1.65351
H 0.23104 6.37635 -3.21707
H 3.96378 6.06757 -2.70648
H 3.92852 4.30426 -2.53829
H 3.23051 5.34646 -1.27220
H 2.71001 5.89540 -4.96544
H 1.22011 4.94571 -5.04681
H 2.78792 4.14313 -4.79313
H 1.65680 -0.10734 -3.98585
H 0.65305 -0.79778 -5.26761
H -0.12144 -0.18832 -3.79931
H 2.68162 1.61315 -5.50088
H 1.63316 2.62809 -6.51838
H 1.79709 0.90374 -6.86044
H -1.59264 1.26502 -5.23788
H -0.78255 0.75007 -6.72611
H -0.86224 2.46777 -6.31615
*
```

Atomic partial charges in e from the Löwdin method, atoms 1 to 5: 1.68, -0.02, -0.28, -0.07, -0.46